Computed, not measured: a cluster of 12 separate species, H24O12 in total in a non-equilibrium geometry, with ωB97M-V/def2-TZVPD.

Values from the calculation:
- Energy above the lowest of the compared OMol25 structures with the same formula, charge and spin: 278.50 kJ/mol
- Net charge: +1
- E: -24948.0749 eV
- 2S+1: 2
- HOMO level (alpha / beta): -0.5016 / -0.5015 Ha
- HOMO-LUMO gap (alpha / beta): 10.136 / 3.069 eV

Each line ends with the natural charge from an NBO analysis.
Cartesian coordinates (Å):
1 O 1.41206 1.77835 -0.63122  -0.96
2 H 1.01417 1.86352 0.24115  0.51
3 H 2.35642 1.86682 -0.45531  0.50
4 O -4.19624 -0.88830 -2.16475  -0.94
5 H -4.38861 -0.30213 -2.90206  0.49
6 H -3.24356 -0.96622 -2.07048  0.45
7 O -2.36273 2.52590 1.18692  -0.94
8 H -3.17688 3.04892 1.08453  0.48
9 H -2.74884 1.76240 0.72652  0.46
10 O 0.53550 -3.78610 1.31301  -0.96
11 H 1.43114 -3.72387 1.66723  0.49
12 H 0.61308 -3.75959 0.35537  0.46
13 O 3.33036 -2.46017 -0.90172  -0.94
14 H 3.63493 -1.70167 -0.39827  0.46
15 H 4.00059 -3.13931 -0.77405  0.48
16 O 3.31146 -2.41805 2.19071  -0.96
17 H 3.92475 -2.85788 1.60419  0.48
18 H 2.97380 -1.57338 1.89496  0.46
19 O -0.08445 3.49741 -3.53296  -0.64
20 H 0.36199 2.90383 -4.16424  0.49
21 H -0.08482 2.92550 -2.74705  0.48
22 O 1.63522 -0.18746 1.27136  -0.95
23 H 1.84724 -0.41231 2.18836  0.49
24 H 2.09667 0.65432 1.20451  0.47
25 O -0.70137 -0.58744 -0.04544  -0.89
26 H 0.23555 -0.88326 -0.02744  0.51
27 H -0.99140 -1.49090 0.19795  0.51
28 O 0.59882 3.40253 2.43638  -0.97
29 H 0.65556 4.35777 2.52012  0.49
30 H -0.23372 3.13061 2.82963  0.49
31 O -0.44490 0.87171 -2.15248  -0.55
32 H 0.15797 0.73690 -1.37425  0.54
33 H -1.36001 0.77939 -1.82519  0.51
34 O -4.38988 -1.59368 0.53117  -0.93
35 H -4.10247 -1.74325 -0.38160  0.47
36 H -3.61738 -1.63089 1.10447  0.46